No. 1
An isolated molecule of C16H18BrN. Source: the OMol25 dataset; level of theory: ωB97M-V with the def2-TZVPD basis set.

Summary:
SMILES string: Cc1ccccc1CCNCc1ccc(Br)cc1
LUMO: 0.855 eV
highest occupied orbital energy: -8.504 eV

Each line ends with the natural charge from an NBO analysis.
Cartesian coordinates (Å):
C  -3.38  1.30  -1.06  -0.634
C  -2.02  1.37  -1.70  -0.034
C  -1.86  2.08  -2.89  -0.210
C  -0.63  2.16  -3.52  -0.212
C  0.47  1.53  -2.96  -0.217
C  0.32  0.82  -1.78  -0.223
C  -0.91  0.74  -1.14  0.062
C  -0.99  -0.01  0.16  -0.466
C  -0.72  0.93  1.35  -0.210
N  -0.55  0.27  2.63  -0.615
C  0.81  -0.09  2.99  -0.238
C  1.48  -1.07  2.05  -0.047
C  2.44  -0.64  1.13  -0.164
C  3.00  -1.52  0.23  -0.246
C  2.60  -2.85  0.24  -0.080
Br  3.36  -4.07  -1.01  0.049
C  1.65  -3.30  1.14  -0.232
C  1.10  -2.41  2.04  -0.206
H  -3.73  0.27  -1.04  0.217
H  -3.35  1.66  -0.04  0.215
H  -4.09  1.90  -1.62  0.217
H  -2.71  2.57  -3.33  0.205
H  -0.53  2.71  -4.44  0.211
H  1.43  1.58  -3.44  0.211
H  1.17  0.32  -1.34  0.206
H  -0.23  -0.80  0.16  0.219
H  -1.97  -0.48  0.29  0.206
H  0.17  1.53  1.15  0.191
H  -1.57  1.62  1.46  0.191
H  -1.16  -0.53  2.70  0.351
H  0.78  -0.52  3.99  0.207
H  1.40  0.83  3.03  0.196
H  2.75  0.39  1.13  0.210
H  3.74  -1.18  -0.48  0.228
H  1.36  -4.34  1.15  0.230
H  0.37  -2.76  2.75  0.213

No. 2
A structure of composition H35O18 in a non-equilibrium geometry. Source: the OMol25 dataset; level of theory: ωB97M-V with the def2-TZVPD basis set.

Summary:
LUMO: 2.313 eV
highest occupied orbital energy: -5.879 eV
total charge: -1

Each line ends with the natural charge from an NBO analysis.
Cartesian coordinates (Å):
O  -0.57  -4.57  -0.48  -0.969
H  -0.12  0.10  0.31  0.513
H  -1.34  -1.83  -1.55  0.465
O  -0.93  -3.67  3.16  -0.961
H  -1.89  -1.10  1.42  0.530
O  -1.13  0.16  2.52  -1.180
H  -1.96  1.06  2.48  0.502
H  -0.30  0.52  2.83  0.453
O  -2.79  -3.92  1.09  -0.981
H  1.36  -0.15  1.49  0.488
H  -3.30  -4.53  1.62  0.469
O  1.89  1.19  -3.65  -0.949
H  2.77  0.93  -3.92  0.466
H  -0.60  -4.54  0.49  0.492
O  1.87  -3.98  -1.17  -0.941
H  3.92  2.96  0.72  0.497
H  1.53  -4.79  -0.77  0.477
O  0.63  -0.36  -0.11  -0.966
H  -2.79  1.30  -1.17  0.488
H  0.36  -1.25  -0.34  0.472
O  4.35  2.14  0.88  -0.974
H  0.43  1.92  1.72  0.460
H  -2.62  0.61  -2.52  0.474
O  2.31  5.72  1.00  -0.951
H  2.11  5.29  0.17  0.482
H  2.81  5.13  1.55  0.469
O  2.42  2.78  -1.26  -0.971
H  1.67  2.22  -1.02  0.493
H  -0.69  -2.74  2.98  0.482
O  -3.19  0.68  -1.78  -0.961
H  -1.75  4.64  0.46  0.476
H  5.17  2.12  1.38  0.476
O  -2.59  2.05  2.24  -1.177
H  -3.55  2.12  2.27  0.446
H  -3.29  -3.16  0.76  0.506
O  -2.24  -1.54  0.63  -1.032
H  -1.88  -3.56  2.98  0.473
H  1.42  -3.43  -0.54  0.460
O  -1.60  -1.83  -2.49  -0.924
H  1.32  1.03  -4.40  0.484
H  -1.15  -3.80  -0.59  0.477
O  1.97  0.00  2.23  -0.994
H  2.91  2.33  -1.95  0.478
H  2.76  0.40  1.85  0.479
O  0.88  -1.65  -4.36  -0.943
H  -1.04  -2.59  -2.70  0.455
H  0.90  -2.60  -4.33  0.463
O  -1.59  4.50  -0.47  -0.941
H  -2.99  -1.05  0.30  0.490
H  -0.63  4.61  -0.48  0.466
O  0.17  2.85  1.64  -0.970
H  -0.54  2.75  2.31  0.499
H  1.13  -1.47  -3.44  0.479

No. 3
A cluster of 2 separate species, CH3N2O2 in total in a non-equilibrium geometry. Source: the OMol25 dataset; level of theory: ωB97M-V with the def2-TZVPD basis set.

Summary:
LUMO: -6.916 eV
highest occupied orbital energy: -17.335 eV
total charge: +1

Each line ends with the natural charge from an NBO analysis.
Cartesian coordinates (Å):
C  0.26  0.27  -0.37  0.339
N  1.07  -0.15  0.50  -0.633
N  -1.20  -0.07  -0.10  0.484
O  -1.40  -1.23  0.04  -0.299
O  -1.97  0.82  -0.12  -0.227
H  0.50  1.30  -1.51  0.378
H  2.13  -0.03  0.58  0.499
H  0.60  -0.91  0.97  0.458

Kohn-Sham gap readings, ordered: 9.36; 8.19; 10.42 eV
Energy relative to the best compared isomer or geometry (same formula, charge and spin) readings, ordered: 9.3; 128.2; 405.8 kJ/mol